This record from OMol25 describes C12H27ClF5NO2P2Sb as an isolated structure. The level of theory is the ωB97M-V functional and the def2-TZVPD basis.

ORCA input file:
```
! RIJCOSX wB97M-V def2-TZVPD def2/J DEFGRID3
* xyz -1 1
C 1.0967 -5.0607 0.1228
C 0.6599 -3.7229 0.7077
Cl 1.0739 -3.7174 2.4598
C 1.2799 -2.5342 0.0032
Sb 0.5376 -0.4519 0.3146
C -0.7177 -0.6613 -1.5213
C -1.4442 0.5605 -2.0931
C -2.9110 0.7751 -1.6979
C -3.1184 1.6193 -0.4297
C -3.6921 2.9899 -0.7633
N -3.6809 3.8681 0.4100
P 2.4341 0.1859 -1.3375
C 2.1784 1.9768 -1.6776
C 4.0520 0.2350 -0.4555
P -1.3695 -1.1342 2.0081
O -2.6439 -1.2783 0.9120
O -1.7167 0.3996 2.4693
C 1.9117 -0.1637 2.2097
F 1.1578 -0.4777 3.3139
F 2.9602 -1.0442 2.2266
C 2.5209 1.2366 2.5310
F 3.8491 1.1858 2.7677
F 1.9516 1.8091 3.6101
F 2.3529 2.0964 1.5044
H 2.0976 -5.3145 0.4713
H 0.4285 -5.8648 0.4371
H 1.1053 -5.0073 -0.9666
H -0.4319 -3.6659 0.6711
H 1.1149 -2.6634 -1.0713
H 2.3618 -2.5621 0.1623
H 0.0176 1.2767 0.5442
H -1.3998 -1.5081 -1.4028
H 0.0408 -0.9641 -2.2482
H -0.8899 1.4755 -1.8438
H -1.4060 0.4866 -3.1866
H -3.3971 1.2951 -2.5312
H -3.4093 -0.1906 -1.5981
H -2.1598 1.7670 0.0702
H -3.7663 1.1170 0.2840
H -4.7329 2.8865 -1.0837
H -3.1245 3.4043 -1.6108
H -2.7249 4.0357 0.7046
H -4.0796 4.7707 0.1795
H 2.1693 2.6143 -0.7912
H 1.2250 2.0812 -2.1982
H 2.9663 2.3215 -2.3515
H 4.8407 0.3593 -1.2009
H 4.1541 1.0309 0.2807
H 4.2051 -0.7223 0.0421
H -2.7237 -2.2119 0.6759
H -1.2037 1.0607 1.9672
*
```

Orbital gap, eV: 6.50
Maximum force, Eh/bohr: 0.00803
E_tot, eV: -69692.1191
E_LUMO, Ha: 0.1114



This record from OMol25 describes C12H28BN2O2P2Pd as an isolated structure. The level of theory is the ωB97M-V functional and the def2-TZVPD basis.

ORCA input file:
```
! RIJCOSX wB97M-V def2-TZVPD def2/J DEFGRID3
* xyz 1 5
C -0.7719 0.8853 -3.6906
C -0.8326 0.3837 -2.3652
N 0.0446 0.8900 -1.4367
C 0.7675 1.9961 -1.6660
C 0.7705 2.6104 -2.9381
C -0.0136 2.0359 -3.9607
C -1.7241 -0.6538 -1.9427
P -2.0387 -0.7023 -0.2162
Pd 0.0730 -0.1539 0.5038
P 1.7496 1.4009 0.8283
C 1.6083 2.6069 -0.5342
O -0.6548 -3.0332 -2.5464
O 0.1698 -3.2459 -0.2439
H -1.4227 0.4515 -4.4363
H 1.4124 3.4773 -3.0900
H -0.0131 2.4920 -4.9541
C -3.3813 0.4800 0.0573
C -2.6929 -2.3168 0.2968
H 2.6027 2.8917 -0.9194
H 1.1156 3.5059 -0.1195
H -1.0047 -2.1761 -2.2279
H -2.5055 -0.9306 -2.6431
C 2.1404 2.3028 2.3262
C 3.3743 0.6458 0.3745
H 0.6926 -1.9727 0.0895
H 0.6794 -4.0013 0.1628
H -0.0512 -3.2914 -1.1536
H 0.1163 -2.7952 -3.0851
H 0.0900 1.4385 1.1090
H 1.3921 -1.2457 0.1577
H -4.2642 0.1420 -0.5139
H -3.5934 0.4860 1.1373
H -3.0642 1.4780 -0.2869
H -3.5260 -2.6126 -0.3602
H -1.9093 -3.0889 0.2910
H -3.0572 -2.1933 1.3283
H 4.1718 1.4053 0.2995
H 3.6612 -0.0887 1.1372
H 3.3043 0.1151 -0.5834
H 3.0734 2.8711 2.2103
H 1.3030 2.9778 2.5316
H 2.2387 1.5725 3.1374
B -0.0091 -1.2678 5.1647
C 0.0251 -0.9935 3.6634
N 0.0333 -0.7772 2.5190
H -0.8264 -0.5042 5.6435
H 1.0992 -1.0736 5.6235
H -0.3523 -2.4237 5.3215
*
```

Orbital gap (spin up / spin down), eV: 4.17 / 4.07
Maximum force, Eh/bohr: 0.09802
E_tot, eV: -42692.6732
E_LUMO (spin up / spin down), Ha: -0.1390 / -0.2853



This record from OMol25 describes C12H28BrN2O2Si2 as an isolated structure. The level of theory is the ωB97M-V functional and the def2-TZVPD basis.

ORCA input file:
```
! RIJCOSX wB97M-V def2-TZVPD def2/J DEFGRID3
* xyz 1 1
C 3.9894 2.4237 3.3662
C 4.1791 1.3205 2.3504
C 2.8425 0.8236 1.8142
Br 2.9475 0.5370 -0.1185
Si 2.4027 -0.8544 2.5725
O 0.7780 -0.9822 2.9627
Si 0.0367 0.0665 3.9404
O -1.1820 0.8300 3.0124
C -0.8107 1.8468 2.3454
N -0.4682 2.7712 1.7104
H 4.7538 2.4182 4.1138
H 3.9541 3.3723 2.8728
H 3.0551 2.3095 3.8810
H 4.7407 0.5156 2.7830
H 4.7348 1.7013 1.5253
H 2.1006 1.5820 1.9543
H 2.6826 -1.8899 1.5694
H 3.2473 -1.1227 3.7530
H 0.9414 1.1212 4.4157
H -0.6772 -0.5736 5.0377
C -0.0593 -2.6123 -0.2037
C -0.7189 -2.5672 -1.5914
C -0.6607 -1.2113 -2.2846
N -1.7963 -0.2770 -1.9956
C -1.9670 -0.0887 -0.5406
C -1.5004 1.0530 -2.6593
C -2.1127 0.9395 -4.0408
C -3.4291 0.2114 -3.7575
C -3.0843 -0.7725 -2.6339
H -0.6597 -2.1527 0.5776
H 0.1177 -3.6420 0.0989
H 0.9046 -2.1012 -0.2269
H -1.7402 -2.9529 -1.5532
H -0.1679 -3.2493 -2.2383
H -0.6696 -1.3303 -3.3666
H 0.2537 -0.6897 -2.0057
H -1.0067 0.1758 -0.1160
H -2.3481 -1.0060 -0.1051
H -2.6817 0.7121 -0.3814
H -1.9915 1.8240 -2.0720
H -0.4283 1.2199 -2.6433
H -1.4727 0.3583 -4.7046
H -2.2614 1.9141 -4.4967
H -3.8218 -0.2989 -4.6323
H -4.1904 0.9139 -3.4220
H -2.9083 -1.7766 -3.0033
H -3.8470 -0.8098 -1.8640
*
```

Orbital gap, eV: 10.25
Maximum force, Eh/bohr: 0.05711
E_tot, eV: -105767.5668
E_LUMO, Ha: -0.0808



This record from OMol25 describes C12H28LaN5O4S as an isolated structure. The level of theory is the ωB97M-V functional and the def2-TZVPD basis.

ORCA input file:
```
! RIJCOSX wB97M-V def2-TZVPD def2/J DEFGRID3
* xyz 2 1
La 0.9118 0.7815 0.3609
C -1.3013 -2.7522 4.3254
N -0.1516 -2.3386 3.5190
C 1.0971 -3.0732 3.7366
C -0.2072 -1.3560 2.6467
O 0.7662 -1.0128 1.9316
C -1.5137 -0.5800 2.4676
O -1.4992 0.0496 1.1867
C -2.1672 -0.6945 0.1724
C -1.7421 -0.1342 -1.1779
O -0.7736 0.6598 -1.2269
N -2.3929 -0.5434 -2.2469
C -3.5334 -1.4562 -2.1704
C -1.9990 -0.0874 -3.5800
H -0.9393 -3.3596 5.1492
H -1.9956 -3.3589 3.7417
H -1.8288 -1.8986 4.7472
H 1.4823 -2.8536 4.7322
H 1.8278 -2.7793 2.9932
H 0.9087 -4.1426 3.6583
H -1.5526 0.2221 3.2071
H -2.3963 -1.2073 2.5851
H -3.2481 -0.6107 0.3044
H -1.8804 -1.7532 0.2048
H -3.3020 -2.3347 -1.5685
H -3.7749 -1.7896 -3.1744
H -4.4135 -0.9584 -1.7605
H -1.1365 0.5630 -3.5008
H -2.8201 0.4567 -4.0457
H -1.7529 -0.9501 -4.1982
N 3.6067 0.7558 -0.8191
N 3.4801 0.3449 -2.1567
C 2.6308 -0.6509 -2.4935
N 2.6809 -1.0729 -3.7549
S 1.5613 -1.3594 -1.3956
H 3.9883 1.6949 -0.8202
H 4.2802 0.1602 -0.3423
H 4.2598 0.5321 -2.7724
H 3.3669 -0.7552 -4.4232
H 2.0758 -1.8289 -4.0234
C -0.4143 3.7981 -0.2235
C 0.8682 3.7174 0.6155
C 2.1118 3.8420 -0.2788
O 0.9232 2.4970 1.3121
H -0.5088 4.7852 -0.6730
H -1.2827 3.6213 0.4119
H -0.4002 3.0529 -1.0298
H 0.8686 4.5390 1.3370
H 2.0884 3.0653 -1.0619
H 3.0075 3.7375 0.3357
H 2.1357 4.8161 -0.7640
*
```

Orbital gap, eV: 9.84
Maximum force, Eh/bohr: 0.09344
E_tot, eV: -40223.0928
E_LUMO, Ha: -0.1771



This record from OMol25 describes C12H28N4O4Tl as an isolated structure. The level of theory is the ωB97M-V functional and the def2-TZVPD basis.

ORCA input file:
```
! RIJCOSX wB97M-V def2-TZVPD def2/J DEFGRID3
* xyz 3 1
Tl -0.7703 1.9278 -0.5404
C -3.1862 0.6883 -4.7883
C -3.0024 0.4245 -3.3260
O -2.2084 1.1350 -2.6921
N -3.6593 -0.5756 -2.6892
C -4.5134 -1.5927 -3.2514
H -3.7950 1.5801 -4.9210
H -3.5986 -0.1626 -5.3199
H -2.1883 0.8747 -5.1828
H -3.5627 -0.5899 -1.6799
H -4.0592 -2.5740 -3.0550
H -4.6650 -1.4682 -4.3148
H -5.4911 -1.6035 -2.7617
C 3.6790 3.6866 0.9972
C 2.2327 3.6329 1.3313
O 1.3888 3.3493 0.4683
N 1.7850 3.9350 2.5806
C 2.5415 4.4039 3.6928
H 4.3424 3.9089 1.8301
H 3.8659 4.4682 0.2605
H 3.9778 2.7162 0.6039
H 0.8063 3.7192 2.7458
H 1.9099 5.0625 4.2949
H 3.4432 4.9221 3.3851
H 2.8514 3.5783 4.3598
C 0.4487 -2.0618 -2.2052
C -0.4051 -1.9156 -0.9941
O -1.0158 -0.8597 -0.7161
N -0.4893 -2.9474 -0.1367
C 0.1973 -4.2177 -0.1782
H 0.5852 -1.0891 -2.6591
H -0.0347 -2.7727 -2.8806
H 1.4020 -2.5182 -1.9394
H -1.1666 -2.8197 0.6082
H 1.0243 -4.2063 0.5404
H 0.5876 -4.4274 -1.1697
H -0.4943 -5.0178 0.0826
C -0.6669 -0.7094 3.4731
C 0.4003 -0.3810 2.4662
O 0.3312 0.5793 1.6844
N 1.4561 -1.2236 2.4483
C 2.5668 -1.1657 1.5269
H -1.5841 -0.1998 3.1755
H -0.4264 -0.2850 4.4467
H -0.8392 -1.7819 3.4641
H 1.3870 -2.0306 3.0522
H 3.4975 -1.2189 2.0959
H 2.5709 -0.2127 1.0028
H 2.5434 -1.9642 0.7837
*
```

Orbital gap, eV: 2.61
Maximum force, Eh/bohr: 0.02459
ΔE to the lowest compared entry with this formula, charge and spin, kcal per mole: 0.0
E_tot, eV: -31711.8462
E_LUMO, Ha: -0.5712



This record from OMol25 describes C12H28NO2P2Ti as an isolated structure. The level of theory is the ωB97M-V functional and the def2-TZVPD basis.

ORCA input file:
```
! RIJCOSX wB97M-V def2-TZVPD def2/J DEFGRID3
* xyz 0 2
C -0.7762 0.8686 -3.2150
C -0.7694 0.3300 -1.9213
N 0.0892 0.8402 -0.9870
C 0.8305 1.9361 -1.2505
C 0.8052 2.5251 -2.5101
C 0.0100 1.9751 -3.5121
C -1.6480 -0.7833 -1.5279
P -2.1254 -0.8107 0.2227
Ti 0.0932 -0.1159 0.9932
P 2.0237 1.3576 1.2298
C 1.6841 2.5409 -0.1564
O -0.7148 -3.0901 -2.0607
O 0.1851 -3.3381 0.1973
H -1.4443 0.4179 -3.9479
H 1.4320 3.4027 -2.6761
H 0.0043 2.4070 -4.5116
C -3.5821 0.2546 0.3366
C -2.7565 -2.4824 0.5181
H 2.6578 2.8554 -0.5690
H 1.1947 3.4317 0.2803
H -1.0404 -2.0459 -1.8621
H -2.5333 -0.8664 -2.1719
C 2.4338 2.4133 2.6358
C 3.6188 0.6601 0.6997
H 0.6388 -2.3812 0.4808
H 0.4464 -4.0699 0.7891
H -0.2277 -3.3550 -1.0520
H -0.0126 -3.0517 -2.7305
H -0.7009 1.1734 1.5933
H 1.1916 -1.3595 0.6254
H -4.4051 -0.1606 -0.2631
H -3.8769 0.3099 1.3929
H -3.3350 1.2649 -0.0140
H -3.5679 -2.7095 -0.1851
H -1.9482 -3.2187 0.4218
H -3.1370 -2.5236 1.5460
H 4.3725 1.4567 0.6353
H 3.9218 -0.0942 1.4371
H 3.4996 0.1692 -0.2748
H 3.3318 3.0082 2.4222
H 1.5856 3.0719 2.8614
H 2.6149 1.7613 3.5000
C -0.0161 -0.9264 2.9129
H 0.9698 -1.3808 3.1109
H -0.8479 -1.6390 3.0193
H -0.1696 -0.0288 3.5372
*
```

Orbital gap (spin up / spin down), eV: 6.68 / 7.89
Maximum force, Eh/bohr: 0.04819
ΔE to the lowest compared entry with this formula, charge and spin, kcal per mole: 13.3
E_tot, eV: -60172.4536
E_LUMO (spin up / spin down), Ha: 0.0184 / 0.0184



This record from OMol25 describes a 4-piece molecular cluster, C12H28NO6S3 overall. The level of theory is the ωB97M-V functional and the def2-TZVPD basis.

ORCA input file:
```
! RIJCOSX wB97M-V def2-TZVPD def2/J DEFGRID3
* xyz 1 1
N 2.1152 1.6005 -2.1579
H 2.6882 1.7885 -1.3699
H 2.4982 1.3925 -3.0369
H 1.3542 2.3505 -2.2819
H 1.4842 0.7165 -2.2199
C 3.8582 0.5405 2.4561
C 2.7422 0.7745 3.4291
C 1.5082 0.0135 2.9501
S 1.9672 -0.7865 1.4411
O 1.6362 -0.0775 0.2051
O 1.5952 -2.1625 1.7151
C 3.6872 -0.8555 1.7661
H 4.9162 0.5935 2.8541
H 3.7862 1.2835 1.7601
H 2.6262 1.9475 3.3401
H 3.0282 0.1245 4.3671
H 0.5082 0.6985 2.7301
H 1.1132 -0.7345 3.6391
H 4.2422 -0.7485 0.9511
H 3.6462 -1.6445 2.5621
C -1.6348 2.9275 2.2461
C -2.2818 1.5895 2.3561
C -2.3148 1.1185 0.9931
S -2.1768 2.5665 -0.1169
O -3.4768 2.6895 -0.8319
O -0.9658 2.4305 -0.8439
C -2.2678 3.6105 1.1461
H -0.6868 2.6405 2.1071
H -1.6018 3.5815 3.2291
H -3.3178 1.5795 2.8281
H -1.8438 0.8515 2.9701
H -3.4188 0.7735 0.6191
H -1.5728 0.3875 0.5621
H -3.1858 3.9035 1.2041
H -1.7258 4.5535 0.7601
C -2.1758 -3.5845 -3.4439
C -0.6918 -3.8745 -3.5659
C 0.0812 -3.0535 -2.4699
S -0.9548 -1.6355 -2.2309
O -0.2718 -0.5435 -2.7479
O -1.3538 -1.6145 -0.8099
C -2.3498 -2.0295 -3.2149
H -2.8588 -3.9565 -2.5919
H -2.6678 -3.7365 -4.3149
H -0.3888 -3.5365 -4.5289
H -0.4448 -4.8835 -3.4559
H 1.0712 -2.8745 -2.8339
H 0.0432 -3.3275 -1.4519
H -2.3618 -1.4755 -4.1309
H -3.2048 -1.8925 -2.5359
*
```

Orbital gap, eV: 9.33
Maximum force, Eh/bohr: 0.15598
ΔE to the lowest compared entry with this formula, charge and spin, kcal per mole: 23.2
E_tot, eV: -59166.5913
E_LUMO, Ha: -0.1132



This record from OMol25 describes a 2-piece molecular cluster, C12H29BN3O4 overall. The level of theory is the ωB97M-V functional and the def2-TZVPD basis.

ORCA input file:
```
! RIJCOSX wB97M-V def2-TZVPD def2/J DEFGRID3
* xyz -1 1
C 1.0915 4.7763 -0.9173
C 0.4473 3.7135 -1.8461
B 0.3808 2.2242 -1.1617
C -0.9126 1.9854 -0.1783
C -2.2931 2.2409 -0.8050
O -2.2991 2.1350 -2.2172
C -2.9243 3.5950 -0.3113
N -3.2347 4.4946 -1.4530
N 1.6946 1.8872 -0.2808
C 2.7185 1.8428 -0.9111
O 3.8024 2.0371 -1.3715
H 1.0319 5.7853 -1.3336
H 0.6071 4.7468 0.0607
H 2.1401 4.5332 -0.7490
H -0.5500 4.0928 -2.0814
H 0.9914 3.7189 -2.7953
H 0.3523 1.4159 -2.0807
H -0.8870 0.9417 0.1356
H -0.8174 2.6480 0.6891
H -2.9672 1.4629 -0.4174
H -3.2220 2.0606 -2.4554
H -2.2552 4.1086 0.3810
H -3.8662 3.4254 0.2103
H -4.0310 5.0593 -1.1879
H -2.4620 5.1321 -1.5858
C 3.3209 -4.0294 0.0305
O 2.2276 -4.8211 0.4624
C 2.0706 -4.8568 1.8752
C 0.7938 -4.1548 2.2908
N 0.8991 -2.7177 2.0824
C -0.3601 -1.9937 2.2430
C -1.4760 -2.2795 1.2399
O -1.1839 -1.8630 -0.0747
C -0.4880 -2.8025 -0.8686
H 3.4164 -4.1570 -1.0465
H 3.1546 -2.9687 0.2395
H 4.2524 -4.3550 0.5043
H 2.9377 -4.4312 2.3883
H 2.0002 -5.9114 2.1620
H 0.6050 -4.3500 3.3513
H -0.0296 -4.5910 1.7081
H 1.2445 -2.5477 1.1469
H -0.1202 -0.9303 2.1734
H -0.7395 -2.1676 3.2560
H -2.3429 -1.6901 1.5534
H -1.8002 -3.3290 1.2553
H -0.7404 -3.8342 -0.6045
H 0.5926 -2.6520 -0.7983
H -0.7706 -2.6301 -1.9074
*
```

Orbital gap, eV: 7.21
Maximum force, Eh/bohr: 0.04131
ΔE to the lowest compared entry with this formula, charge and spin, kcal per mole: 0.0
E_tot, eV: -26250.9954
E_LUMO, Ha: 0.1030



Please write out number 8 again, unchanged.
This record from OMol25 describes a 2-piece molecular cluster, C12H29BN3O4 overall. The level of theory is the ωB97M-V functional and the def2-TZVPD basis.

ORCA input file:
```
! RIJCOSX wB97M-V def2-TZVPD def2/J DEFGRID3
* xyz -1 1
C 1.0915 4.7763 -0.9173
C 0.4473 3.7135 -1.8461
B 0.3808 2.2242 -1.1617
C -0.9126 1.9854 -0.1783
C -2.2931 2.2409 -0.8050
O -2.2991 2.1350 -2.2172
C -2.9243 3.5950 -0.3113
N -3.2347 4.4946 -1.4530
N 1.6946 1.8872 -0.2808
C 2.7185 1.8428 -0.9111
O 3.8024 2.0371 -1.3715
H 1.0319 5.7853 -1.3336
H 0.6071 4.7468 0.0607
H 2.1401 4.5332 -0.7490
H -0.5500 4.0928 -2.0814
H 0.9914 3.7189 -2.7953
H 0.3523 1.4159 -2.0807
H -0.8870 0.9417 0.1356
H -0.8174 2.6480 0.6891
H -2.9672 1.4629 -0.4174
H -3.2220 2.0606 -2.4554
H -2.2552 4.1086 0.3810
H -3.8662 3.4254 0.2103
H -4.0310 5.0593 -1.1879
H -2.4620 5.1321 -1.5858
C 3.3209 -4.0294 0.0305
O 2.2276 -4.8211 0.4624
C 2.0706 -4.8568 1.8752
C 0.7938 -4.1548 2.2908
N 0.8991 -2.7177 2.0824
C -0.3601 -1.9937 2.2430
C -1.4760 -2.2795 1.2399
O -1.1839 -1.8630 -0.0747
C -0.4880 -2.8025 -0.8686
H 3.4164 -4.1570 -1.0465
H 3.1546 -2.9687 0.2395
H 4.2524 -4.3550 0.5043
H 2.9377 -4.4312 2.3883
H 2.0002 -5.9114 2.1620
H 0.6050 -4.3500 3.3513
H -0.0296 -4.5910 1.7081
H 1.2445 -2.5477 1.1469
H -0.1202 -0.9303 2.1734
H -0.7395 -2.1676 3.2560
H -2.3429 -1.6901 1.5534
H -1.8002 -3.3290 1.2553
H -0.7404 -3.8342 -0.6045
H 0.5926 -2.6520 -0.7983
H -0.7706 -2.6301 -1.9074
*
```

Orbital gap, eV: 7.21
Maximum force, Eh/bohr: 0.04131
ΔE to the lowest compared entry with this formula, charge and spin, kcal per mole: 0.0
E_tot, eV: -26250.9954
E_LUMO, Ha: 0.1030



Question: Which value of E_tot does entry 3 give?
Answer: -105767.5668 eV



Question: Which of these has the highest E_tot?
Answer: C12H29BN3O4



Question: The lowest E_tot belongs to which entry?
Answer: C12H28BrN2O2Si2